{
  "formula": "C14H18N2O5",
  "method": "wB97M-V/def2-TZVPD",
  "species": ["C", "H", "O", "C", "C", "N", "C", "O", "C", "C", "H", "H", "H", "H", "O", "C", "O", "C", "C", "C", "C", "N", "C", "H", "H", "H", "C", "C", "O", "H", "H", "H", "H", "H", "H", "H", "H", "H", "H"],
  "positions_angstrom": [[1.279, 1.805, -1.534], [1.797, 0.876, -1.789], [2.174, 2.825, -1.160], [2.777, 2.660, 0.098], [3.737, 1.463, 0.210], [3.054, 0.247, 0.590], [3.032, -0.859, -0.174], [3.667, -0.999, -1.196], [2.082, -1.948, 0.377], [2.360, -3.293, -0.270], [1.611, -4.018, 0.034], [2.341, -3.181, -1.350], [3.346, -3.639, 0.027], [2.181, -1.997, 1.470], [0.734, -1.577, 0.056], [0.091, -0.738, 0.874], [0.608, -0.254, 1.871], [-1.259, -0.490, 0.411], [-1.836, -1.037, -0.739], [-3.123, -0.514, -0.787], [-3.296, 0.331, 0.323], [-2.160, 0.342, 1.052], [-1.964, 1.109, 2.253], [-2.772, 0.903, 2.958], [-1.012, 0.838, 2.702], [-1.964, 2.177, 2.024], [-4.614, 0.839, 0.234], [-5.123, 0.273, -0.899], [-4.248, -0.545, -1.532], [-6.089, 0.377, -1.351], [-5.119, 1.514, 0.893], [-1.353, -1.711, -1.415], [2.437, 0.293, 1.393], [4.225, 1.282, -0.750], [4.500, 1.692, 0.962], [2.006, 2.572, 0.882], [3.336, 3.585, 0.256], [0.550, 1.603, -0.738], [0.754, 2.170, -2.415]],
  "forces_ev_per_a": [[-0.05, -0.05, -0.06], [-0.01, -0.02, -0.01], [0.06, 0.09, -0.04], [0.26, -0.09, 0.05], [-0.08, 0.27, -0.14], [0.01, 0.33, 0.28], [-0.34, -0.18, 0.51], [0.15, -0.13, -0.40], [0.53, -0.28, 0.12], [-0.22, 0.41, 0.07], [-0.04, -0.06, 0.08], [0.05, -0.05, -0.07], [0.09, -0.05, -0.01], [-0.05, 0.01, -0.24], [-0.17, -0.06, -0.23], [0.18, 0.15, 0.34], [-0.16, -0.17, -0.10], [-0.13, -0.30, -0.49], [0.08, -0.02, 0.02], [0.26, 0.85, 1.37], [0.26, -0.81, -1.00], [-0.08, -0.15, -0.22], [0.05, 0.34, 0.47], [0.02, 0.00, -0.02], [-0.17, 0.06, -0.04], [0.02, -0.04, 0.02], [-0.36, 0.01, -0.20], [-0.08, 0.45, 0.60], [0.03, -0.31, -0.43], [-0.09, -0.04, -0.12], [-0.21, 0.15, 0.07], [0.16, -0.14, -0.10], [0.05, -0.20, -0.20], [0.03, 0.09, 0.13], [0.01, 0.03, -0.11], [0.05, 0.06, -0.03], [-0.03, -0.09, 0.10], [-0.02, 0.01, 0.00], [-0.05, -0.08, 0.01]],
  "mulliken_charge": [-0.334, 0.194, -0.433, -0.397, -0.703, -0.101, 0.372, -0.656, 0.317, -1.534, 0.409, 0.310, 0.393, 0.389, -0.340, 0.763, -0.819, 0.349, -1.183, 0.418, 0.866, -0.041, -1.040, 0.353, 0.368, 0.314, -0.900, -0.336, -0.486, 0.483, 0.433, 0.548, 0.242, 0.387, 0.382, 0.284, 0.329, 0.049, 0.349],
  "largest_force_ha_per_bohr": 0.0317,
  "smiles": "COCCNC(=O)[C@H](C)OC(=O)c1cc2occc2n1C",
  "gap_ev": 8.6,
  "homo_ev": -8.204
}